Model one:
The following is a DFT calculation (ωB97M-V with the def2-TZVPD basis set) of a structure of composition C47H39AsClIN3OPTi.

Results
- Kohn-Sham gap (alpha / beta) (eV) = 7.26 / 7.31
- expectation value of S² = 0.75
- LUMO energy (alpha / beta) (eV) = -3.17 / -3.12

Geometry as ORCA input:
```
! RIJCOSX wB97M-V def2-TZVPD def2/J DEFGRID3
* xyz 1 2
Ti 0.427 2.404 0.337
Cl 3.613 8.595 0.585
C 3.225 6.916 0.445
C 4.225 5.995 0.330
C 3.938 4.615 0.216
I 5.475 3.236 0.034
C 2.641 4.179 0.217
O 2.251 2.905 0.124
C 1.603 5.139 0.337
N 0.342 4.621 0.346
C -0.679 5.444 0.477
C -0.516 6.832 0.595
C 0.746 7.365 0.584
C 1.862 6.512 0.455
H 5.254 6.324 0.327
H -1.665 4.996 0.490
H -1.388 7.462 0.698
H 0.899 8.432 0.677
C -2.561 2.143 -0.975
N -1.675 2.229 0.176
C -2.166 2.091 1.386
C -1.333 2.091 2.516
C -1.634 1.977 3.881
C -0.426 2.067 4.557
C 0.569 2.232 3.582
N 0.041 2.253 2.356
C -3.472 0.937 -0.977
C -4.521 0.883 -1.888
C -5.311 -0.252 -1.982
C -5.071 -1.343 -1.157
C -4.041 -1.289 -0.230
C -3.246 -0.156 -0.148
H -1.922 2.092 -1.865
H -3.154 3.060 -1.067
H -3.236 1.941 1.530
H -2.617 1.841 4.303
H -0.266 2.022 5.620
H 1.634 2.340 3.731
H -4.718 1.730 -2.534
H -6.125 -0.280 -2.694
H -5.693 -2.224 -1.226
H -3.855 -2.126 0.429
H -2.450 -0.119 0.590
C 0.034 -1.674 0.191
C 0.229 -1.879 1.688
As -0.087 -3.720 2.345
C 1.294 -4.631 1.305
C 2.499 -4.034 0.951
C 3.480 -4.762 0.289
C 3.272 -6.097 -0.017
C 2.080 -6.707 0.350
C 1.102 -5.980 1.009
C -1.643 -4.189 1.246
C -2.879 -4.228 1.885
C -4.023 -4.614 1.198
C -3.939 -4.973 -0.138
C -2.713 -4.929 -0.789
C -1.574 -4.537 -0.103
P 0.813 -0.118 -0.363
C 2.565 -0.535 -0.542
C 3.037 -1.284 -1.617
C 4.363 -1.684 -1.652
C 5.220 -1.343 -0.613
C 4.758 -0.589 0.455
C 3.434 -0.177 0.487
C 0.167 0.242 -2.020
C -0.905 -0.437 -2.590
C -1.490 0.042 -3.755
C -1.014 1.198 -4.355
C 0.061 1.879 -3.797
C 0.646 1.409 -2.631
H -1.031 -1.667 -0.056
H 0.495 -2.480 -0.389
H -0.435 -1.218 2.254
H 1.246 -1.633 2.003
H 2.699 -2.994 1.188
H 4.410 -4.278 0.018
H 4.036 -6.663 -0.531
H 1.914 -7.752 0.126
H 0.177 -6.471 1.292
H -2.948 -3.977 2.938
H -4.973 -4.654 1.713
H -4.825 -5.292 -0.672
H -2.643 -5.209 -1.833
H -0.618 -4.540 -0.613
H 2.367 -1.566 -2.420
H 4.727 -2.265 -2.487
H 6.254 -1.660 -0.641
H 5.427 -0.314 1.258
H 3.078 0.433 1.310
H -1.302 -1.332 -2.128
H -2.326 -0.490 -4.190
H -1.476 1.566 -5.261
H 0.447 2.772 -4.272
H 1.509 1.925 -2.212
*
```

=====

Model two:
The following is a DFT calculation (ωB97M-V with the def2-TZVPD basis set) of a structure of composition C47H39AsClIN3OPTi.

Results
- Kohn-Sham gap (alpha / beta) (eV) = 7.07 / 7.25
- expectation value of S² = 0.75
- LUMO energy (alpha / beta) (eV) = -3.25 / -3.26

Geometry as ORCA input:
```
! RIJCOSX wB97M-V def2-TZVPD def2/J DEFGRID3
* xyz 1 2
Ti -0.397 -0.277 0.413
Cl 6.208 0.776 1.823
C 4.492 0.542 1.908
C 3.887 0.410 3.112
C 2.485 0.204 3.213
I 1.638 -0.042 5.072
C 1.705 0.146 2.096
O 0.390 -0.098 2.097
C 2.342 0.306 0.828
N 1.525 0.234 -0.292
C 2.083 0.317 -1.479
C 3.460 0.491 -1.674
C 4.271 0.581 -0.584
C 3.728 0.486 0.712
H 4.484 0.451 4.013
H 1.419 0.257 -2.327
H 3.851 0.556 -2.680
H 5.338 0.721 -0.703
C -1.689 -3.069 0.778
N -1.886 -1.611 0.739
C -2.788 -1.019 1.464
C -2.794 0.398 1.560
C -3.629 1.283 2.221
C -3.100 2.561 2.007
C -1.959 2.397 1.229
N -1.758 1.099 0.929
C -0.455 -3.372 1.599
C -0.578 -3.809 2.911
C 0.542 -3.959 3.720
C 1.806 -3.664 3.227
C 1.942 -3.234 1.917
C 0.824 -3.087 1.111
H -1.561 -3.412 -0.251
H -2.574 -3.557 1.188
H -3.537 -1.616 1.983
H -4.503 1.023 2.799
H -3.490 3.498 2.373
H -1.282 3.160 0.875
H -1.562 -4.030 3.309
H 0.428 -4.301 4.741
H 2.679 -3.772 3.858
H 2.927 -3.021 1.518
H 0.958 -2.800 0.069
C -0.455 -0.202 -3.775
C -1.270 -0.327 -5.047
As -0.117 0.150 -6.566
C -1.511 0.381 -7.908
C -1.230 1.186 -9.012
C -2.179 1.371 -10.006
C -3.418 0.744 -9.913
C -3.699 -0.067 -8.825
C -2.749 -0.249 -7.824
C 0.114 2.014 -6.045
C 1.407 2.478 -5.824
C 1.632 3.809 -5.479
C 0.561 4.684 -5.368
C -0.735 4.227 -5.593
C -0.960 2.899 -5.925
P -1.397 -0.261 -2.199
C -2.408 1.235 -2.383
C -3.696 1.300 -2.903
C -4.318 2.533 -3.076
C -3.655 3.705 -2.747
C -2.358 3.650 -2.250
C -1.747 2.423 -2.068
C -2.469 -1.725 -2.387
C -3.777 -1.795 -1.911
C -4.501 -2.976 -2.002
C -3.926 -4.108 -2.561
C -2.614 -4.059 -3.014
C -1.892 -2.877 -2.922
H 0.039 0.777 -3.750
H 0.334 -0.961 -3.736
H -2.138 0.339 -5.038
H -1.632 -1.343 -5.202
H -0.270 1.683 -9.097
H -1.952 2.003 -10.855
H -4.157 0.885 -10.691
H -4.659 -0.562 -8.749
H -2.990 -0.890 -6.986
H 2.249 1.804 -5.932
H 2.643 4.164 -5.318
H 0.734 5.723 -5.119
H -1.571 4.912 -5.519
H -1.973 2.559 -6.119
H -4.224 0.404 -3.194
H -5.324 2.570 -3.473
H -4.143 4.662 -2.885
H -1.825 4.561 -2.006
H -0.741 2.392 -1.658
H -4.232 -0.936 -1.434
H -5.519 -3.010 -1.632
H -4.496 -5.025 -2.641
H -2.151 -4.940 -3.440
H -0.868 -2.864 -3.278
*
```

=====

Which one sits at the top of the stability order? model one does.